Record 1
This record from the OMol25 dataset describes one molecule with the formula C2H4ClN at a distorted geometry. The level of theory is ωB97M-V/def2-TZVPD.

Last column: Mulliken charge in e.
Atoms and positions in Å:
C  0.739  -0.570  0.131  -0.739
C  -0.573  0.277  -0.523  -0.222
N  0.407  0.838  0.351  -0.343
Cl  -2.128  -0.251  0.076  -0.146
H  0.491  -1.194  0.886  0.447
H  1.493  -0.620  -0.684  0.289
H  -0.594  0.448  -1.545  0.442
H  0.163  1.072  1.307  0.273

Summary:
Kohn-Sham gap (spin up / spin down)   4.85 / 8.86 eV
E_HOMO (spin up / spin down)   -3.8 / -11.1 eV
Energy relative to the best compared isomer or geometry (same formula, charge and spin)   3.042 eV
Expectation value of S²   2.01
Electronic energy   -593.27999 Eh
2S+1   3

Record 2
This record from the OMol25 dataset describes C26H44Cl10MgO16S as an isolated structure at a distorted geometry. The level of theory is ωB97M-V/def2-TZVPD.

Last column: Mulliken charge in e.
Atoms and positions in Å:
Mg  2.045  -0.650  -0.453  2.895
S  -0.173  -0.346  0.702  -0.349
O  0.235  -0.156  -0.740  -0.990
O  -0.671  0.893  1.270  0.264
O  -1.071  -1.485  0.879  -0.319
O  1.206  -0.710  1.252  -0.693
C  3.935  1.810  -6.176  -1.582
C  2.667  1.429  -5.464  0.603
C  2.192  0.016  -5.818  -0.475
O  1.969  -0.620  -4.544  -0.259
C  2.431  0.161  -3.587  0.278
O  2.399  -0.107  -2.417  -0.367
O  2.919  1.303  -4.051  -0.285
H  4.690  1.037  -6.025  0.390
H  4.364  2.729  -5.777  0.355
H  3.729  1.948  -7.237  0.408
H  1.846  2.124  -5.627  0.183
H  2.987  -0.539  -6.332  0.307
H  1.330  -0.084  -6.471  0.304
C  -0.286  0.917  4.795  -1.057
C  1.076  0.520  4.311  1.874
C  1.854  1.577  3.529  0.955
O  3.149  1.576  4.129  -0.440
C  3.187  0.693  5.160  0.456
O  4.169  0.393  5.761  -0.577
O  1.963  0.178  5.379  -0.486
H  -0.244  1.820  5.400  0.447
H  -0.753  0.091  5.334  0.329
H  -0.921  1.092  3.926  -0.231
H  1.015  -0.367  3.676  -0.659
H  1.399  2.576  3.607  0.054
H  1.836  1.418  2.453  -0.639
C  1.351  -7.144  -0.710  -1.546
C  0.889  -5.783  -0.275  0.593
C  1.545  -5.204  0.998  -0.325
O  1.708  -3.800  0.653  -0.362
C  1.488  -3.633  -0.646  0.627
O  1.472  -2.564  -1.215  -0.547
O  1.235  -4.779  -1.270  -0.330
H  2.429  -7.134  -0.883  0.360
H  0.861  -7.429  -1.638  0.370
H  1.135  -7.875  0.069  0.394
H  -0.191  -5.721  -0.119  0.217
H  2.537  -5.592  1.223  0.305
H  0.879  -5.261  1.852  0.129
C  0.764  4.897  -2.157  -1.018
C  1.943  4.638  -1.286  0.316
C  1.613  4.790  0.225  0.053
O  1.787  3.444  0.736  -0.276
C  2.248  2.644  -0.215  0.161
O  2.570  1.505  -0.033  -0.753
O  2.367  3.267  -1.384  -0.300
H  -0.125  4.378  -1.808  0.078
H  0.991  4.583  -3.178  0.241
H  0.585  5.973  -2.193  0.440
H  2.778  5.301  -1.503  0.374
H  0.587  5.097  0.389  -0.309
H  2.340  5.399  0.754  0.299
Cl  -0.687  1.869  -4.432  -0.220
C  -1.505  0.960  -3.140  0.170
C  -1.711  1.773  -1.886  2.045
Cl  -2.883  3.097  -2.169  -0.196
H  -0.894  0.100  -2.881  -0.415
H  -2.457  0.600  -3.519  0.496
H  -0.766  2.201  -1.566  -0.676
H  -2.129  1.191  -1.073  -1.259
Cl  0.142  -2.877  5.348  -0.203
C  -0.593  -2.466  3.769  1.040
C  -1.581  -3.518  3.355  0.443
Cl  -2.965  -3.674  4.473  -0.211
H  0.239  -2.540  3.069  -0.314
H  -1.001  -1.464  3.702  -0.409
H  -1.105  -4.492  3.306  0.279
H  -2.001  -3.223  2.399  -0.518
Cl  -2.029  3.630  3.557  -0.158
C  -1.807  3.676  1.799  1.561
C  -2.322  4.931  1.163  -0.395
Cl  -1.540  6.418  1.804  -0.229
H  -2.390  2.860  1.371  -0.515
H  -0.775  3.417  1.581  -0.951
H  -3.392  5.026  1.330  0.427
H  -2.131  4.926  0.092  0.203
Cl  -2.926  -5.145  -2.063  -0.219
C  -3.134  -3.544  -1.284  0.255
C  -2.434  -2.437  -1.983  0.833
Cl  -3.065  -2.169  -3.626  -0.224
H  -2.708  -3.638  -0.289  -0.396
H  -4.203  -3.379  -1.170  0.434
H  -1.369  -2.622  -2.065  -0.103
H  -2.627  -1.535  -1.418  -0.489
Cl  -5.861  -1.297  0.984  -0.214
C  -4.475  -1.089  2.078  0.294
C  -3.708  0.181  1.799  1.303
Cl  -4.665  1.660  2.037  -0.193
H  -3.760  -1.903  1.971  -0.361
H  -4.880  -1.105  3.086  0.387
H  -3.302  0.115  0.792  -0.627
H  -2.856  0.261  2.470  -0.554

Summary:
Kohn-Sham gap   9.34 eV
E_HOMO   -9.8 eV
Electronic energy   -7421.44791 Eh

Record 3
This record from the OMol25 dataset describes CH3FN2O2 as an isolated structure at a distorted geometry. The level of theory is ωB97M-V/def2-TZVPD.

Last column: Mulliken charge in e.
Atoms and positions in Å:
C  -0.199  -0.078  0.088  -0.614
N  -1.494  -0.323  0.625  -0.099
N  -2.132  1.403  0.922  1.006
O  -1.320  2.195  0.618  -0.509
O  -3.215  1.412  1.275  -0.492
F  -1.182  -0.722  1.919  -0.176
H  0.607  -0.577  0.611  0.328
H  -0.044  -0.557  -0.980  0.242
H  0.143  0.964  0.170  0.314

Summary:
Kohn-Sham gap (spin up / spin down)   10.26 / 10.26 eV
E_HOMO (spin up / spin down)   -10.2 / -10.2 eV
Energy relative to the best compared isomer or geometry (same formula, charge and spin)   3.774 eV
Electronic energy   -399.51853 Eh